Entry 1:
C38H58F8O10Zn | ωB97M-V with the def2-TZVPD basis set

Output
- Max |F|: 0.077 hartree/bohr
- HOMO: -8.0 eV
- E: -4813.35386 Ha

```
! wB97M-V def2-TZVPD RIJCOSX def2/J DEFGRID3
* xyz 0 1
Zn 0.20031 -0.56391 -0.21340
C 0.85481 2.48044 -1.12739
O 2.02755 2.17720 -0.34540
O -0.06884 1.42944 -0.81600
C 0.40414 4.01436 -1.03232
F -0.81810 4.25642 -1.41089
F 0.45688 4.40022 0.18905
F 1.18908 4.83913 -1.83008
C 3.25382 2.78205 -0.77791
C 4.27291 1.99077 -0.04831
H 4.43038 0.99239 -0.45642
H 5.25975 2.45356 -0.03958
H 4.01551 1.92334 1.00871
H 3.33575 3.86054 -0.64283
H 3.57331 2.63876 -1.81014
H 1.06670 2.30050 -2.18134
C -0.99440 -2.70011 -2.55886
O 0.13346 -3.49052 -2.23955
O -0.85299 -1.58308 -1.65474
C -1.05399 -2.58242 -4.12153
F -1.78089 -1.53206 -4.47869
F 0.15316 -2.45600 -4.71448
F -1.66646 -3.63277 -4.69872
C 0.14976 -4.87268 -2.62073
C 1.51542 -5.44179 -2.32992
H 2.22109 -4.82852 -2.89030
H 1.70269 -5.37069 -1.25848
H 1.62340 -6.47078 -2.67288
H -0.04538 -5.04677 -3.67889
H -0.66363 -5.41828 -2.14239
H -1.90955 -3.24886 -2.33644
F -0.15516 3.07790 -8.19191
C -0.40821 2.52105 -6.99817
C 0.32146 1.37283 -6.66063
C 0.08392 0.72503 -5.46667
C -0.85838 1.25356 -4.58903
C -1.56417 2.36750 -4.91054
C -1.43458 3.00641 -6.16763
H 1.07202 0.91251 -7.28606
H 0.57039 -0.19537 -5.17927
H -1.02800 0.75551 -3.64586
H -2.34109 2.68621 -4.23141
H -2.05637 3.83380 -6.47618
F 0.83345 -1.42648 4.66239
C 0.71567 -0.36749 5.52309
C 1.82446 -0.00264 6.21112
C 1.79673 1.13467 7.03171
C 0.59477 1.86746 7.16650
C -0.54964 1.42619 6.48743
C -0.52252 0.24419 5.70499
H 2.74288 -0.55647 6.08395
H 2.63778 1.48309 7.61279
H 0.46933 2.70569 7.83585
H -1.44865 2.01771 6.57857
H -1.38769 -0.11939 5.17049
C -2.82061 -1.39316 3.07798
C -2.45267 -1.52229 1.63748
O -1.48670 -0.95600 1.14187
C -3.41989 -2.29737 0.76532
H -3.77061 -0.90731 3.30056
H -2.04400 -0.82307 3.58785
H -2.86294 -2.42580 3.42434
H -3.23753 -2.11094 -0.29303
H -4.43943 -2.05613 1.06604
H -3.25870 -3.35700 0.96356
C 2.87331 -0.06627 -3.43041
C 2.70155 -0.93316 -2.15841
O 1.85841 -0.77357 -1.29194
C 3.55633 -2.20060 -2.08647
H 1.98571 0.55830 -3.53127
H 2.96916 -0.82797 -4.20418
H 3.79525 0.50866 -3.34333
H 3.37161 -2.78524 -2.98767
H 3.31893 -2.73770 -1.16818
H 4.63270 -2.05638 -1.99307
C -3.40589 0.68129 -1.88962
C -4.62234 1.50749 -2.02415
O -5.36804 1.41897 -3.03782
C -4.95663 2.52999 -0.96890
H -3.38652 0.21460 -0.90477
H -2.56080 1.36844 -1.93144
H -3.40101 -0.04731 -2.70031
H -4.92392 2.00714 -0.01305
H -5.98504 2.85825 -1.11964
H -4.29425 3.39324 -0.90445
C 2.63701 -4.00322 1.36836
C 1.19183 -3.62643 1.16100
O 0.83491 -2.56718 0.62968
C 0.18219 -4.60577 1.62046
H 2.85975 -4.50577 2.30960
H 3.34216 -3.21673 1.09949
H 2.81479 -4.78921 0.63438
H 0.40257 -4.81762 2.66672
H 0.10152 -5.46466 0.95420
H -0.71748 -3.99554 1.70004
C -1.85446 2.37346 2.46850
C -2.79152 2.81633 3.53453
O -3.26560 2.01312 4.29971
C -3.40032 4.21766 3.52653
H -1.11721 1.64176 2.79892
H -1.38819 3.19006 1.91726
H -2.43892 1.80748 1.74311
H -4.19173 4.06659 2.79239
H -2.64099 4.93434 3.21367
H -3.77577 4.42530 4.52854
C 1.67843 2.06167 2.82079
C 1.88142 0.63587 2.38588
O 1.10004 0.10532 1.62029
C 3.12377 -0.09771 2.95809
H 0.78354 2.53960 2.42222
H 2.51672 2.63612 2.42660
H 1.60846 2.12485 3.90671
H 2.97504 -1.15598 3.17265
H 3.41233 0.49083 3.82899
H 3.87646 -0.02712 2.17287
*
```

Entry 2:
C5H6O | ωB97M-V with the def2-TZVPD basis set

Output
- Structure (SMILES): C#C[C@@H]1O[C@@H]1C
- Max |F|: 0.028 hartree/bohr
- Relative energy (zero: lowest compared OMol25 entry of this formula, charge and spin): 86.6 kcal per mole
- HOMO: -9.6 eV
- E: -269.20831 Ha

```
! wB97M-V def2-TZVPD RIJCOSX def2/J DEFGRID3
* xyz 0 1
C 0.24374 -2.59526 -1.52057
C 0.22227 -1.54979 -0.91940
C -0.15742 -0.17440 -0.75834
O 0.73555 0.91943 -0.79007
C -0.30950 0.93942 0.18695
C 0.04148 1.07000 1.64012
H -0.06763 -3.28404 -2.27052
H -0.95369 -0.26596 -1.51802
H -1.13265 1.58899 -0.13017
H 0.88894 0.43961 1.91182
H -0.82307 0.80548 2.25866
H 0.29466 2.11510 1.86181
*
```